1.
9 unconnected molecules or ions with the total composition C56H116F12N7O10S4. Source: OMol25; level of theory: ωB97M-V with the def2-TZVPD basis set.

Last column: Löwdin charge in e.
Positions of all 205 atoms, in Å:
H (5.13028, 11.61437, 0.45924)  0.126
H (-1.97052, 2.89504, 5.98671)  0.069
H (-7.87372, -4.73173, -0.78144)  0.132
C (5.99785, -4.54385, -1.31858)  -0.151
C (-5.68612, -6.73479, 1.95174)  -0.180
H (5.59686, -3.42374, 0.58932)  0.119
H (-0.08720, -3.79438, 6.49387)  0.159
C (1.16104, -4.67782, -0.98493)  -0.644
H (-6.92975, -8.40563, 1.63149)  0.131
C (0.68858, -3.42424, 8.56654)  -0.146
S (-2.63955, -2.67965, 3.01143)  0.651
F (-1.96564, -2.55755, 0.52217)  0.143
C (-1.34266, -2.40622, 1.67634)  -0.612
H (4.34795, 3.33875, -6.44103)  0.104
H (3.59336, 11.64736, -0.24832)  0.091
F (-0.74842, -1.15739, 1.89791)  0.090
C (4.54079, 4.48409, -4.57762)  -0.109
H (4.43468, 7.78925, -2.24898)  0.111
H (7.80683, -2.43604, -1.39543)  0.086
C (-4.52950, 2.85086, -2.91777)  -0.140
N (0.15554, -1.76076, 6.93270)  -0.216
H (2.64536, 3.05750, -3.06551)  0.097
H (-0.12068, -1.73918, 9.87621)  0.142
O (0.63653, 3.97101, -1.15946)  -0.353
C (-3.67664, 2.50555, -0.57395)  -0.098
C (-4.41282, 3.74058, 0.00449)  -0.134
H (1.93902, -1.02134, 7.79384)  0.110
H (-1.22804, -3.18190, 7.63365)  0.107
H (-4.94407, -6.99881, 2.72600)  0.145
H (1.90394, -2.52149, 5.78831)  0.105
C (7.36158, -6.44303, -0.71978)  0.056
C (3.67384, 10.22018, 1.40844)  -0.101
H (7.27739, -4.16261, 0.27125)  0.086
C (-5.85068, 3.21808, 0.20003)  -0.150
C (4.74371, -8.06696, -1.15098)  -0.105
H (7.54102, -6.82206, 0.27005)  0.109
F (2.71986, 4.89521, 1.87519)  0.091
H (3.30177, 6.80424, -1.31767)  0.058
H (2.16232, 10.21666, -0.77608)  0.125
S (2.25988, -3.20844, -0.84863)  0.481
H (4.41158, 10.17562, 2.23531)  0.123
H (7.97998, -5.55389, -0.84031)  0.098
N (2.46458, 0.89109, -3.07151)  -0.226
C (2.33036, 9.21318, -1.19085)  -0.092
H (4.97410, -4.27471, -1.63004)  0.107
C (-1.20631, 0.29948, 6.12589)  -0.186
H (-1.64591, -1.85690, 6.03833)  0.077
H (-2.96812, 1.72272, -3.92310)  0.123
H (2.91747, 4.16778, -5.96919)  0.128
H (5.81996, -6.92341, -2.78094)  0.149
C (-4.44147, 0.48216, -1.84433)  0.037
F (-0.49207, -3.41108, 1.85379)  0.131
H (3.61313, -7.67796, 0.75557)  0.129
H (-5.23841, -8.56504, 0.79487)  0.149
H (2.51009, 8.27147, 1.12867)  0.117
H (-0.08948, -1.24670, -2.74946)  0.128
F (0.65760, -4.87552, 0.23714)  0.119
H (-3.67542, 1.66216, 0.14724)  0.130
F (0.13610, -4.50797, -1.82037)  0.131
C (-3.59450, -4.30692, -2.74700)  -0.242
H (-4.65614, -6.47765, -1.57618)  0.112
F (1.88233, -5.76037, -1.36495)  0.108
H (4.71076, 10.17078, -1.88884)  0.160
H (-4.06971, 4.46782, -4.64433)  0.090
H (-4.03617, 3.99366, 0.99040)  0.121
H (-5.94850, 2.56690, 1.15621)  0.135
C (6.46408, -3.57301, -0.13981)  -0.187
C (-2.54675, 0.90451, 6.51515)  -0.224
C (7.01324, -2.21154, -0.66252)  -0.073
H (-4.41644, 4.61101, -0.59653)  0.095
H (-6.61868, 2.74072, -1.81376)  0.102
C (-2.74907, -5.55825, -2.94471)  -0.096
O (-3.31215, -3.90971, 2.71637)  -0.281
C (5.06907, -6.02590, 0.31363)  -0.133
F (-5.94911, -0.23969, 4.20497)  0.070
H (6.60175, -4.46709, -2.18627)  0.125
H (-1.72811, -1.13670, 7.58868)  0.126
H (-2.55918, 1.07519, 7.54303)  0.095
O (2.85597, -2.86788, -2.12996)  -0.331
H (1.41506, 2.51369, -4.19417)  0.150
H (-0.72712, 0.19462, -3.57286)  0.094
C (-2.28998, 4.02777, -5.74195)  -0.100
H (4.11691, 7.95344, 1.37436)  0.155
C (4.10024, 7.53990, -1.22737)  0.012
H (-5.00454, 0.25963, -2.77040)  0.117
H (0.96800, -1.44145, -4.87584)  0.122
O (3.23218, -3.63522, 0.14323)  -0.318
H (-3.37596, 0.26630, -1.91995)  0.097
F (2.34137, 2.92000, 1.21225)  0.129
C (0.78098, -2.03049, 9.24689)  -0.135
C (-0.21179, -3.16314, 7.42766)  -0.129
H (-2.80064, 2.08145, 4.73918)  0.068
H (1.35662, 0.11457, -1.38966)  0.097
O (1.39743, 6.20676, -0.32075)  -0.328
H (-6.71184, -7.55348, -1.03657)  0.117
H (0.60681, 8.28060, -2.55712)  0.054
O (-5.08405, -0.03560, 1.43247)  -0.302
H (0.69639, 1.69145, -2.00635)  0.125
C (4.66035, 9.88369, -0.78456)  -0.081
C (5.13424, -6.76978, -1.90528)  -0.067
H (4.10851, 4.35117, -3.54573)  0.063
H (4.22378, -5.40547, 0.08418)  0.079
H (-5.42004, 2.55942, -3.39987)  0.120
H (-3.85760, -4.26882, -0.57046)  0.142
H (-6.54898, -6.25589, 2.36927)  0.118
H (-4.07503, -6.00905, 0.65997)  0.137
H (-1.96844, -5.38452, -3.67577)  0.074
H (0.56408, -0.08797, 8.23748)  0.114
C (0.91898, -1.06516, 8.06687)  -0.103
H (3.30915, 1.68783, -1.41497)  0.100
H (-0.92935, 0.30918, 5.10877)  0.105
H (-1.86573, 3.10521, -6.19875)  0.084
H (-4.62690, 3.88491, -2.50984)  0.146
H (5.32611, -8.10022, 1.05635)  0.114
H (-4.14791, 2.99993, -5.58138)  0.124
C (-6.06644, 2.32462, -1.02280)  -0.060
N (-6.05976, -5.76336, -0.15968)  -0.229
C (3.58313, 0.88128, -2.07889)  0.026
C (1.39006, 8.16856, -3.28005)  -0.097
C (-7.06540, -4.67978, -0.01974)  0.004
H (4.49692, 1.13060, -2.53418)  0.085
C (4.27627, 10.98287, 0.20725)  -0.160
N (5.94767, -5.93392, -0.86957)  -0.283
C (-3.25401, 2.77816, -3.64185)  -0.181
H (1.63877, -1.83205, 9.87720)  0.115
H (-3.34396, 0.21472, 6.25613)  0.115
H (3.31526, -0.11976, -4.70522)  0.112
S (-4.94030, -1.32016, 2.04131)  0.590
C (0.22765, -0.24581, -3.20993)  -0.139
H (5.59570, 9.44365, -0.32639)  0.158
H (3.23876, 1.58946, -5.75621)  0.116
C (1.06613, -0.42181, -4.48385)  -0.136
H (-3.27555, -6.43682, -3.16531)  0.048
H (-5.05520, -4.72268, 1.43796)  0.100
H (1.45743, -0.69204, 5.70284)  0.118
O (3.01954, 4.58640, -1.11544)  -0.359
F (-7.53146, -1.25102, 2.87040)  0.128
H (4.54262, 5.57323, -4.80988)  0.080
C (-5.06840, -5.74755, 0.99774)  -0.113
H (-1.50916, 4.37071, -5.01590)  0.086
H (0.46599, -2.01622, 4.79261)  0.102
H (-2.38785, 3.10194, -3.03897)  0.118
H (-7.80462, -6.81217, 0.24361)  0.141
H (5.45713, -5.67451, 1.23716)  0.131
H (-3.69982, 2.67137, 6.16309)  0.059
C (3.45426, 8.73906, 0.90118)  -0.095
C (4.66674, -7.52549, 0.36248)  -0.105
H (4.90997, 7.17638, -0.63724)  0.105
H (-7.58890, -4.64574, 0.91254)  0.111
H (5.60968, 4.26040, -4.41981)  0.083
N (3.62451, 8.77759, -0.56705)  -0.294
O (-5.27901, -2.46372, 1.17098)  -0.332
O (-1.79267, -2.58140, 4.19410)  -0.316
H (1.97967, 10.25978, -3.13357)  0.128
H (-2.90903, -3.49753, -2.68308)  0.090
H (-2.67887, 2.62753, -0.95499)  0.121
C (2.43058, 2.25739, -3.79642)  -0.090
H (-5.93623, -5.62717, -2.31201)  0.151
N (-3.62780, -1.41937, 2.86875)  -0.289
C (1.80022, 4.12943, 1.20617)  -0.664
H (-6.57498, -3.74879, -0.17914)  0.056
H (0.92539, 8.29023, -4.35040)  0.120
H (-4.10689, -3.98868, -3.65102)  0.116
H (3.31343, 9.08786, -3.22311)  0.068
C (-3.50258, 3.63526, -4.94682)  -0.246
N (-4.60598, 1.99735, -1.61586)  -0.220
H (-4.83589, -0.14822, -1.06644)  0.070
S (1.67636, 4.79171, -0.50270)  0.518
C (-6.77886, -7.10364, -0.08040)  -0.060
C (-2.80996, 2.25308, 5.80107)  -0.068
C (-5.26873, -5.63129, -1.45994)  -0.126
H (7.55344, -7.22295, -1.47282)  0.117
H (3.84353, -8.47721, -1.48789)  0.086
C (1.11242, 0.66624, -2.28755)  -0.046
O (1.31269, -2.18239, -0.46413)  -0.313
F (-6.24826, -2.39423, 4.12929)  0.137
F (0.63630, 4.06929, 1.83865)  0.149
H (4.44748, 1.96756, -4.50931)  0.120
H (4.23118, -6.14991, -2.12955)  0.132
C (2.35911, 9.26122, -2.79562)  -0.188
H (-6.54846, 1.43060, -0.60859)  0.127
H (5.58511, -8.82792, -1.21371)  0.129
H (2.75846, 10.69175, 1.76241)  0.115
H (-2.47822, 4.72421, -6.53095)  0.069
H (3.82864, -0.04390, -1.60212)  0.097
H (1.50357, 8.54049, -0.85334)  0.120
H (0.31082, -4.27882, 9.21434)  0.149
C (1.11772, -1.76696, 5.69032)  0.057
H (-5.12333, -3.53733, -1.63200)  0.100
H (7.34236, -1.69046, 0.23421)  0.072
H (-2.13726, -5.77991, -1.99802)  0.102
H (1.73292, -3.70356, 8.24621)  0.135
C (-6.26935, -1.31104, 3.36125)  -0.586
C (3.80128, 3.60991, -5.55551)  -0.260
C (-6.10298, -7.88192, 1.10558)  -0.133
H (-0.44872, 0.96044, 6.52783)  0.117
C (-1.23473, -1.09230, 6.64971)  -0.117
H (6.24801, -1.51377, -1.02664)  0.065
H (-6.64845, 4.08181, 0.31236)  0.162
C (2.55751, -0.35258, -3.96598)  -0.068
H (2.74880, -1.23615, -3.34378)  0.093
H (0.98558, 0.35506, -5.23034)  0.100
H (1.79408, 7.18402, -3.16644)  0.052
C (-4.48650, -4.38426, -1.53706)  -0.209
C (3.46799, 2.27233, -4.92183)  -0.212

Energy relative to the best compared isomer or geometry (same formula, charge and spin) = 0.0 kJ/mol
HOMO energy = -14.3 eV
Multiplicity = 1
Total charge = +3

=====

2.
A molecular structure, C8H18AlCl2O2PS. Source: OMol25; level of theory: ωB97M-V with the def2-TZVPD basis set.

Last column: Löwdin charge in e.
Positions of all 33 atoms, in Å:
H (1.29113, -3.84485, -0.62010)  0.066
O (-3.30292, 1.28095, -1.63076)  -0.005
C (1.53963, 1.34308, 2.48303)  -0.279
H (-6.25763, 0.62895, -2.23667)  0.104
H (-2.33760, -1.76962, -1.60095)  0.053
C (1.32634, -1.60198, -2.68160)  -0.200
H (-1.52363, -0.93302, -2.94653)  0.067
H (2.89930, -1.51324, 3.42379)  0.069
P (0.05491, -1.91299, -1.39509)  0.770
H (1.34668, -2.39769, -3.44089)  0.087
C (-1.51240, -1.83534, -2.32284)  -0.204
H (1.11736, -0.64811, -3.18037)  0.059
H (2.31161, -1.55236, -2.20049)  0.065
C (1.91225, -1.45536, 2.96364)  -0.282
C (-5.73296, 1.49054, -1.80012)  -0.070
H (1.45689, 1.20941, 3.55615)  0.075
C (0.26993, -3.68064, -0.98543)  -0.213
H (-1.64815, -2.72071, -2.96208)  0.085
H (2.32957, 2.05988, 2.27572)  0.063
S (2.03521, -0.21157, 1.61085)  0.862
O (0.61875, 2.02333, -1.53321)  0.250
Al (-0.00975, -0.51751, 0.50248)  -0.192
C (-4.42330, 1.03679, -1.24138)  -0.806
H (0.09208, -4.34582, -1.84372)  0.083
H (-5.57960, 2.25603, -2.56773)  0.099
H (1.18519, -1.15059, 3.72303)  0.064
C (0.16923, 1.18667, -0.88014)  0.076
H (0.60443, 1.73839, 2.09300)  0.023
H (1.65543, -2.42657, 2.52188)  0.058
Cl (-4.69510, -0.00842, 0.18708)  0.634
Cl (-1.47406, -0.39178, 2.03537)  0.381
H (-6.35178, 1.88842, -0.98459)  0.094
H (-0.44396, -3.92369, -0.18976)  0.065

Energy relative to the best compared isomer or geometry (same formula, charge and spin) = 0.0 kJ/mol
HOMO energy = -16.0 eV
Multiplicity = 1
Total charge = +2

=====

3.
10 unconnected molecules or ions with the total composition C20H29BCl27F3N5O4. Source: OMol25; level of theory: ωB97M-V with the def2-TZVPD basis set.

Last column: Löwdin charge in e.
Positions of all 89 atoms, in Å:
Cl (0.05266, 2.62525, -5.68927)  0.522
F (0.49800, 1.21084, 0.89704)  0.131
H (-2.26601, 1.20173, 2.13168)  0.106
Cl (0.02497, 4.24241, 3.23897)  0.554
Cl (-0.11737, 0.09004, -7.07920)  0.560
H (4.37664, 1.51876, -12.12353)  0.010
N (-1.06105, -1.59657, 0.63047)  0.079
Cl (-0.83997, 1.94207, 4.79576)  0.563
C (-5.49647, 0.02698, 2.06253)  -0.517
C (4.31287, 1.28368, -0.26791)  -1.547
N (-4.90097, 0.16273, -1.09410)  0.255
C (3.73523, 1.43466, -11.25728)  -1.554
F (2.07151, 0.76571, 2.29643)  0.120
C (1.30258, 3.31067, -1.43949)  -1.543
H (-7.90117, -1.46291, 1.00440)  -0.017
C (-0.60531, -1.69204, 2.01208)  -0.124
C (0.51798, 3.02287, 4.40760)  -1.550
Cl (0.84196, -4.01418, 3.87252)  0.575
H (0.44296, -3.87523, 0.76613)  0.081
N (-2.86229, 0.04643, 0.49247)  0.128
H (3.44452, 1.83642, 7.98570)  0.010
C (-2.00485, -0.84773, -0.00110)  -0.254
Cl (2.51701, 2.70423, -11.35034)  0.524
Cl (9.08203, 0.78389, -1.25836)  0.523
C (0.96743, 1.26242, -6.33914)  -1.556
Cl (3.06074, -0.45572, 8.22386)  0.519
N (-0.48105, -2.37036, -0.36997)  -0.003
H (0.26183, -2.93937, -2.91658)  0.125
H (-5.15487, -0.74636, -0.73459)  0.050
H (7.83270, 1.41322, 0.60380)  -0.064
C (0.55464, -3.36774, -0.18632)  0.035
H (-1.85674, -0.92003, -3.75923)  0.124
Cl (4.73589, 1.63121, -9.81681)  0.503
C (-0.95489, -1.49921, -3.93621)  -0.246
O (0.18788, -0.66567, -3.98448)  -0.101
O (-5.18598, -1.21909, 2.52080)  0.071
N (-1.98967, -1.09872, -1.31872)  0.236
C (-3.00213, 0.43087, 1.89680)  -0.138
Cl (5.58111, 0.91776, 7.78055)  0.555
Cl (2.56134, 3.84610, -2.54228)  0.543
Cl (0.47308, 4.67658, -0.70156)  0.558
H (1.44680, 0.76757, -5.50481)  -0.008
Cl (9.87358, 0.77739, 1.53939)  0.530
O (-3.26155, 1.93699, -1.06744)  0.171
H (-1.44066, -3.39881, -3.05423)  0.142
H (1.55024, -2.93814, -0.24984)  0.105
O (-6.57010, 0.29009, 1.61441)  0.136
Cl (3.48466, 1.05871, 5.78077)  0.504
C (-1.06258, -2.02145, -1.51724)  -0.228
Cl (1.50793, -3.51806, 6.64637)  0.565
F (1.60102, -0.65036, 0.74979)  0.144
C (0.06271, -0.42619, 2.55215)  -0.065
Cl (-6.49741, -3.17297, 0.21252)  0.554
H (-0.64590, 0.30693, 2.91947)  0.032
H (0.63900, -0.74649, 3.42150)  0.126
C (8.86482, 1.54793, 0.31597)  -1.578
C (-0.75759, -2.56605, -2.86762)  -0.065
Cl (1.17128, 3.73132, 5.86666)  0.563
C (0.20228, -3.81529, 5.52104)  -1.504
C (-8.08683, -2.41163, 0.51474)  -1.531
H (-0.01374, 0.17149, -3.55321)  -0.004
H (-5.21900, -1.82146, 1.76051)  0.039
Cl (-0.99184, -2.51214, 5.58073)  0.554
H (1.29440, 2.41848, 3.95674)  -0.024
H (0.11881, -2.49364, 2.09341)  0.024
Cl (4.54647, 0.54401, -1.84882)  0.558
Cl (9.18274, 3.27925, 0.22892)  0.528
H (-4.61051, 1.93926, 1.68924)  0.135
H (3.27898, 1.14929, 0.01477)  -0.039
Cl (-9.04526, -3.42061, 1.58142)  0.570
Cl (2.21174, 1.79133, -7.46271)  0.534
H (-3.10201, 2.61426, -0.40232)  0.110
C (3.84633, 0.95251, 7.50882)  -1.551
H (-5.69403, 0.79170, -1.07773)  0.111
H (0.44785, -4.12059, -0.95976)  0.106
Cl (4.64630, 3.01376, -0.32350)  0.552
B (-3.71888, 0.73599, -0.59045)  -0.681
Cl (0.14542, 2.26228, -2.27735)  0.571
H (-4.34953, 1.26736, 3.27105)  0.149
C (-4.37428, 1.01328, 2.20631)  -0.056
H (-1.07294, -1.99136, -4.89973)  0.114
C (1.04693, 0.21970, 1.61361)  -0.603
Cl (5.31225, 0.49801, 0.95686)  0.575
H (-1.41986, -1.99048, 2.66733)  0.106
H (1.76808, 2.73471, -0.65192)  -0.040
Cl (-8.90518, -2.11032, -1.00784)  0.563
H (-2.85729, -0.40634, 2.57150)  0.116
Cl (2.98447, -0.16069, -11.28343)  0.522
H (-0.29487, -4.73720, 5.79080)  0.020

HOMO energy = -12.2 eV
Multiplicity = 1
Total charge = +1

=====

| no. | orbital gap (eV) | strongest force on any atom (eV/A) |
| --- | --- | --- |
| 1 | 9.98 | 3.99 |
| 2 | 7.82 | 5.06 |
| 3 | 9.73 | 1.10 |